No. 1
ORCA calculation (the ωB97M-V functional and the def2-TZVPD basis) on the molecule C16H14N2O6 at a distorted geometry.

Cartesian coordinates (Å):
O 3.6892 2.5045 -0.8754
C 2.9913 1.7468 -0.2403
C 2.0543 2.2461 0.8772
O 0.6784 2.1148 0.5386
C 0.0782 0.9422 0.7574
O 0.6458 -0.0399 1.1865
C -1.3480 1.0137 0.4121
C -2.1454 -0.0470 0.5904
C -3.5639 -0.1290 0.3021
C -4.2617 -1.2811 0.6859
C -5.6118 -1.4078 0.4384
C -6.2819 -0.3750 -0.2072
N -7.6939 -0.5004 -0.4735
O -8.2417 0.4199 -1.0409
O -8.2443 -1.5185 -0.1132
C -5.6104 0.7768 -0.6034
C -4.2616 0.8960 -0.3485
N 2.9384 0.4181 -0.4291
C 3.7897 -0.2515 -1.3971
C 4.9614 -0.9015 -0.7372
C 6.1462 -0.3859 -0.3002
C 6.8533 -1.4635 0.2864
C 6.0445 -2.5497 0.1648
O 4.8961 -2.2206 -0.4492
H 2.2624 1.6926 1.8000
H 2.2235 3.3142 1.0206
H -1.6795 1.9635 0.0251
H -1.6926 -0.9405 1.0043
H -3.7325 -2.0778 1.1864
H -6.1602 -2.2898 0.7320
H -6.1598 1.5584 -1.1058
H -3.7418 1.7863 -0.6623
H 2.3790 -0.1531 0.1938
H 3.2024 -1.0058 -1.9263
H 4.1368 0.5159 -2.0934
H 6.4672 0.6312 -0.3912
H 7.8261 -1.4296 0.7318
H 6.1670 -3.5728 0.4601

Calculated values
HOMO = -8.6671 eV
ΔE to the lowest compared entry with this formula, charge and spin = 408.7 kJ/mol
SMILES = O=C(COC(=O)/C=C/c1ccc([N+](=O)[O-])cc1)NCc1ccco1

Results of the Löwdin charge analysis, in e, for atoms 1 through 4: number 1, O, carries 0.0726; number 2, C, carries -0.4653; number 3, C, carries -0.0529; number 4, O, carries 0.0273

No. 2
ORCA calculation (the ωB97M-V functional and the def2-TZVPD basis) on a structure of composition C16H14N3O3RhS.

Cartesian coordinates (Å):
Rh 0.6320 -0.9733 -0.2777
O -0.9022 -2.2443 -0.1282
C -1.7673 -2.1502 0.8409
C -3.0571 -2.6934 0.6203
C -4.0179 -2.6754 1.5945
C -3.7653 -2.1261 2.8654
C -2.5278 -1.6037 3.1116
C -1.5127 -1.5926 2.1275
C -0.2518 -1.0320 2.5188
N 0.7595 -0.8613 1.7515
C 2.0157 -0.2832 2.2606
C 3.0101 -0.2031 1.0941
N 2.2418 0.2109 -0.0714
C 2.4796 1.2882 -0.7111
C 1.5153 1.9045 -1.5789
C 1.9228 2.9356 -2.4440
C 1.0138 3.6226 -3.2040
C -0.3442 3.2879 -3.0858
C -0.7670 2.2871 -2.2464
C 0.1501 1.5636 -1.4595
O -0.3473 0.6650 -0.6295
H -3.2480 -3.1186 -0.3561
H -4.9928 -3.0985 1.3827
H -4.5314 -2.1231 3.6281
H -2.3025 -1.1822 4.0857
H -0.1604 -0.7318 3.5656
H 1.8242 0.7135 2.6632
H 2.4271 -0.9074 3.0542
H 3.8076 0.5069 1.3188
H 3.4500 -1.1834 0.9045
H 3.4252 1.8034 -0.5346
H 2.9793 3.1747 -2.5044
H 1.3328 4.4044 -3.8787
H -1.0784 3.8265 -3.6727
H -1.8132 2.0254 -2.1584
O 1.2333 -1.1897 -4.6817
S 0.3437 -0.9542 -3.5550
N 0.8234 -1.2928 -2.2099

Calculated values
HOMO = -8.0335 eV

Results of the Löwdin charge analysis, in e, for atoms 1 through 4: number 1, Rh, carries 1.1724; number 2, O, carries -0.1863; number 3, C, carries -0.3306; number 4, C, carries -0.0077

No. 3
ORCA calculation (the ωB97M-V functional and the def2-TZVPD basis) on a structure of composition C16H15BF4MoN3O4S6Se2Te2 at a distorted geometry.

Cartesian coordinates (Å):
Mo -0.6088 1.1789 -0.7474
Se -3.0179 1.9124 -0.2323
Te -3.6451 2.9174 -2.4221
Te -3.4056 0.5548 -3.7431
Se -1.0304 0.1676 -2.8829
N -0.1184 2.3745 1.1379
H 0.8351 2.7119 1.2147
H -0.2933 1.7310 1.9135
H -0.7407 3.1719 1.2537
O -1.2292 -0.0527 2.5661
C -1.6311 -0.4792 1.4998
O -0.9888 -0.1540 0.3823
C -2.8715 -1.2606 1.3359
C -3.6139 -1.6044 2.4651
C -4.8276 -2.2408 2.3309
C -5.3066 -2.5341 1.0590
C -4.5822 -2.1911 -0.0766
C -3.3684 -1.5533 0.0649
N -6.5790 -3.2099 0.9145
O -6.9853 -3.4405 -0.2089
O -7.1812 -3.5208 1.9286
H -3.2178 -1.3591 3.4404
H -5.4279 -2.5107 3.1866
H -4.9856 -2.4220 -1.0508
H -2.8033 -1.2876 -0.8175
F -0.1862 3.1329 -1.5450
B -0.5128 4.6271 -1.3790
F -1.1674 5.0196 -2.5145
F 0.6896 5.2457 -1.1742
F -1.3291 4.6973 -0.2579
S -0.5222 -2.9058 -0.8081
C 1.1122 -2.6898 -0.6005
N 1.9485 -2.9195 -1.6597
C 3.2956 -2.9197 -1.5679
C 3.9056 -2.6821 -0.3795
C 3.1011 -2.3772 0.7428
C 1.7432 -2.3691 0.6354
H 1.4891 -3.0760 -2.5457
H 3.8489 -3.1069 -2.4760
H 4.9824 -2.7078 -0.3036
H 3.5752 -2.1539 1.6902
H 1.1079 -2.1420 1.4785
C 3.5943 3.5227 1.4301
S 3.1000 1.7646 1.4254
C 3.9448 1.2498 -0.0163
C 3.3838 0.9535 -1.2102
S 1.7583 0.8758 -1.7704
S 4.5362 0.5652 -2.4871
C 5.9897 0.6160 -1.5351
S 7.4668 0.2187 -2.1194
S 5.6969 1.0954 0.1004
H 3.2801 3.9399 2.3844
H 3.1157 4.0492 0.6072
H 4.6763 3.5767 1.3432

Calculated values
Net charge = -1
HOMO (alpha / beta) = -4.9252 / -4.9156 eV
ΔE to the lowest compared entry with this formula, charge and spin = 139.3 kJ/mol

Results of the Löwdin charge analysis, in e, for atoms 1 through 4: number 1, Mo, carries 0.9179; number 2, Se, carries 0.0044; number 3, Te, carries 0.2915; number 4, Te, carries 0.1411

No. 4
ORCA calculation (the ωB97M-V functional and the def2-TZVPD basis) on a cluster of 6 separate species, C16H15Br3Cl15F3O3 in total at a distorted geometry.

Cartesian coordinates (Å):
C -1.7646 -1.1669 -0.5336
C -2.3794 -0.5830 -1.7782
Br -3.5644 0.8881 -1.2555
C -3.1819 -1.5810 -2.6558
C -3.1413 -2.9787 -2.1814
C -2.2216 -3.9191 -2.3699
C -0.9404 -3.8795 -3.1342
C 0.2628 -4.2232 -2.2250
C 1.5938 -3.6846 -2.7057
F 2.5780 -4.4897 -2.2220
Br 1.7588 -3.7313 -4.6428
C 1.9691 -2.2755 -2.1971
F 3.1524 -1.9435 -2.7359
F 1.0718 -1.3601 -2.5802
Br 2.2201 -2.2162 -0.2685
C -2.6530 -5.1877 -1.7274
O -2.0507 -6.2326 -1.6219
O -3.9371 -4.9774 -1.2627
C -4.2299 -3.6398 -1.3854
O -5.2183 -3.1266 -0.9138
H -1.2483 -2.0983 -0.7119
H -1.0289 -0.4655 -0.1708
H -2.4803 -1.2783 0.2707
H -1.6089 -0.1317 -2.3839
H -4.2173 -1.2686 -2.6572
H -2.8339 -1.5356 -3.6796
H -0.9933 -4.6110 -3.9310
H -0.8085 -2.9129 -3.6036
H 0.3092 -5.2915 -2.0779
H 0.0462 -3.7968 -1.2516
Cl -2.9297 2.8588 -3.9646
C -1.6961 2.1549 -5.0042
Cl -0.1694 1.9799 -4.1344
Cl -2.2260 0.5952 -5.6468
H -1.5336 2.8191 -5.8415
Cl -0.6770 2.2417 2.5415
C 0.6643 2.5973 1.4454
Cl 1.3384 1.1082 0.7849
Cl 0.1427 3.6782 0.1532
H 1.4415 3.0926 2.0070
Cl 4.5080 4.4517 3.4328
C 3.3588 4.8147 4.7240
Cl 3.1213 6.5506 4.8960
Cl 1.8191 4.0025 4.4243
H 3.7632 4.4342 5.6521
Cl 5.5637 -1.4266 1.6112
C 4.4579 -1.0693 2.9353
Cl 4.2773 0.6714 3.1521
Cl 2.8894 -1.8501 2.6716
H 4.8772 -1.4763 3.8448
Cl 1.0095 6.9699 7.1817
C 0.3972 8.2997 8.1668
Cl 0.6937 8.0042 9.8811
Cl 1.1200 9.8281 7.6617
H -0.6714 8.3679 8.0175

Calculated values
HOMO = -10.0527 eV
SMILES = C[C@H](Br)CC1=C(CC[C@@](F)(Br)C(F)(F)Br)C(=O)OC1=O.ClC(Cl)Cl.ClC(Cl)Cl.ClC(Cl)Cl.ClC(Cl)Cl.ClC(Cl)Cl

Results of the Löwdin charge analysis, in e, for atoms 1 through 4: number 1, C, carries -0.1368; number 2, C, carries -0.6826; number 3, Br, carries 0.6942; number 4, C, carries -0.1590

No. 5
ORCA calculation (the ωB97M-V functional and the def2-TZVPD basis) on the molecule C16H15BrN4O at a distorted geometry.

Cartesian coordinates (Å):
Br 4.5706 2.6401 4.3242
C 3.0114 2.9153 3.2203
C 2.0449 3.7855 3.6311
C 0.8950 3.9427 2.8338
C 0.7402 3.2802 1.6086
C 1.7921 2.4311 1.0987
C 2.9422 2.3717 1.9029
C 1.8310 1.6858 -0.1227
N 0.7963 0.9333 -0.7901
C -0.4311 0.9462 -0.1159
C -0.9943 1.9682 0.6658
N -2.2047 1.9134 1.1554
C -2.8307 0.7820 1.0764
N -2.3269 -0.3626 0.4774
C -1.1886 -0.2366 -0.1713
N -0.9600 -1.3856 -1.0618
C -1.4266 -2.6895 -0.5141
C -0.7763 -3.9368 -1.2483
C -0.7347 -3.9157 -2.7697
C -0.9250 -2.4381 -3.2569
C -0.2900 -1.3321 -2.3948
O -0.5445 3.2401 1.0520
H 2.2282 4.3104 4.5617
H 0.0249 4.3287 3.3159
H 3.9034 1.9827 1.6463
H 2.8680 1.5015 -0.5782
H -3.8522 0.8360 1.4249
H -1.1507 -2.6342 0.5822
H -2.4974 -2.6664 -0.6783
H 0.3711 -3.9872 -0.9292
H -1.1907 -4.8844 -0.9416
H -1.4416 -4.5119 -3.1314
H 0.1334 -4.3895 -3.1305
H -1.9975 -2.2834 -3.3634
H -0.5817 -2.3066 -4.2505
H 0.7653 -1.4871 -2.4059
H -0.5726 -0.3474 -2.7230

Calculated values
HOMO = -7.9757 eV
ΔE to the lowest compared entry with this formula, charge and spin = 255.2 kJ/mol
SMILES = Brc1ccc2c(c1)C=Nc1c(ncnc1N1CCCCC1)O2

Results of the Löwdin charge analysis, in e, for atoms 1 through 4: number 1, Br, carries 0.7116; number 2, C, carries -0.6486; number 3, C, carries -0.1186; number 4, C, carries 0.0227

Copy entry 2 word for word.
ORCA calculation (the ωB97M-V functional and the def2-TZVPD basis) on a structure of composition C16H14N3O3RhS.

Cartesian coordinates (Å):
Rh 0.6320 -0.9733 -0.2777
O -0.9022 -2.2443 -0.1282
C -1.7673 -2.1502 0.8409
C -3.0571 -2.6934 0.6203
C -4.0179 -2.6754 1.5945
C -3.7653 -2.1261 2.8654
C -2.5278 -1.6037 3.1116
C -1.5127 -1.5926 2.1275
C -0.2518 -1.0320 2.5188
N 0.7595 -0.8613 1.7515
C 2.0157 -0.2832 2.2606
C 3.0101 -0.2031 1.0941
N 2.2418 0.2109 -0.0714
C 2.4796 1.2882 -0.7111
C 1.5153 1.9045 -1.5789
C 1.9228 2.9356 -2.4440
C 1.0138 3.6226 -3.2040
C -0.3442 3.2879 -3.0858
C -0.7670 2.2871 -2.2464
C 0.1501 1.5636 -1.4595
O -0.3473 0.6650 -0.6295
H -3.2480 -3.1186 -0.3561
H -4.9928 -3.0985 1.3827
H -4.5314 -2.1231 3.6281
H -2.3025 -1.1822 4.0857
H -0.1604 -0.7318 3.5656
H 1.8242 0.7135 2.6632
H 2.4271 -0.9074 3.0542
H 3.8076 0.5069 1.3188
H 3.4500 -1.1834 0.9045
H 3.4252 1.8034 -0.5346
H 2.9793 3.1747 -2.5044
H 1.3328 4.4044 -3.8787
H -1.0784 3.8265 -3.6727
H -1.8132 2.0254 -2.1584
O 1.2333 -1.1897 -4.6817
S 0.3437 -0.9542 -3.5550
N 0.8234 -1.2928 -2.2099

Calculated values
HOMO = -8.0335 eV

Results of the Löwdin charge analysis, in e, for atoms 1 through 4: number 1, Rh, carries 1.1724; number 2, O, carries -0.1863; number 3, C, carries -0.3306; number 4, C, carries -0.0077